Entry from OMol25: C19H29N3O in the gas phase (ωB97M-V/def2-TZVPD).

Element x y z (Å)
O (0.51, -1.20, -2.53)
N (0.97, -1.77, 1.19)
N (-0.99, -0.33, -0.37)
N (-2.17, 2.92, -0.88)
C (-1.32, 6.02, -2.69)
C (-0.03, -2.48, 0.41)
C (-1.85, 1.69, -1.40)
C (1.21, -0.45, 0.66)
C (-0.71, 5.40, -3.79)
C (0.63, -3.04, -0.88)
C (-0.07, 0.38, 0.50)
C (2.16, -1.94, 3.34)
C (-1.75, 3.90, -1.74)
C (-1.22, 1.86, -2.60)
C (-1.30, -1.63, 0.20)
C (-0.61, 4.03, -3.87)
C (-2.19, 0.44, -0.67)
C (0.16, -2.52, -2.25)
C (-1.13, 3.26, -2.84)
C (1.97, -1.86, 4.85)
C (-1.84, 5.28, -1.65)
C (2.83, -3.25, 2.94)
C (0.80, -1.81, 2.63)
H (0.19, -2.67, 2.90)
H (-0.93, -2.67, -2.35)
H (1.71, -2.85, -0.80)
H (0.04, -0.64, -1.87)
H (2.89, -3.31, 1.85)
H (1.67, -0.56, -0.33)
H (0.49, -4.12, -0.90)
H (1.33, -2.67, 5.20)
H (-2.83, -0.19, -1.29)
H (2.79, -1.11, 3.02)
H (1.52, -0.91, 5.14)
H (-0.14, 3.56, -4.72)
H (-0.52, 0.57, 1.49)
H (2.25, -4.09, 3.30)
H (3.83, -3.31, 3.35)
H (2.93, -1.95, 5.36)
H (-2.75, 0.68, 0.26)
H (0.28, -0.91, 3.02)
H (-2.65, 3.08, -0.01)
H (-2.31, 5.76, -0.81)
H (-0.31, 6.02, -4.58)
H (-1.37, 7.10, -2.66)
H (-0.84, 1.08, -3.23)
H (0.17, 1.34, 0.05)
H (-1.79, -1.52, 1.18)
H (1.92, 0.07, 1.31)
H (-1.99, -2.16, -0.46)
H (-0.33, -3.35, 1.00)
H (0.65, -3.13, -3.02)

Properties
ΔE to the lowest compared entry with this formula, charge and spin ... 129.3 kJ/mol
Max |F| ... 0.0115 Eh/bohr
SMILES ... CC(C)CN1CCN(Cc2cc3ccccc3[nH]2)C[C@H]1CCO
HOMO ... -7.9 eV
HOMO-LUMO gap ... 8.58 eV

=====

Entry from OMol25: a molecular structure, C19H29N3O3Rh in a non-equilibrium geometry (ωB97M-V/def2-TZVPD).

Element x y z (Å)
Rh (-0.36, 0.09, -0.83)
O (-0.41, -0.60, 1.20)
O (0.24, -1.21, 5.83)
O (0.03, 1.98, 0.27)
N (-0.94, -1.69, -2.30)
N (1.74, -0.19, -1.70)
N (-2.68, 0.72, -0.56)
C (0.97, 1.61, 3.75)
C (-2.83, -0.75, -3.59)
C (1.13, 3.55, 1.61)
C (-0.08, -0.93, 3.45)
C (0.00, -0.10, 2.30)
C (2.59, -1.64, 0.13)
C (-0.35, -2.49, 5.81)
C (1.39, 1.21, -3.71)
C (-2.36, -1.85, -2.65)
C (3.91, -0.79, -1.94)
C (2.74, -0.90, -1.13)
C (-3.53, 0.89, -1.75)
C (-2.72, 0.67, -3.03)
C (0.89, 0.78, 4.83)
C (0.32, -0.51, 4.69)
C (3.58, 0.00, -3.01)
C (2.21, 0.36, -2.83)
C (0.53, 2.18, 1.38)
C (0.52, 1.23, 2.47)
H (-2.53, 1.61, -0.09)
H (-0.39, -1.64, -3.16)
H (2.99, -1.05, 0.96)
H (-0.49, -1.92, 3.29)
H (-0.34, -2.83, 6.85)
H (-3.04, 1.37, -3.80)
H (4.19, 0.30, -3.84)
H (0.25, -3.18, 5.20)
H (0.54, 4.09, 2.35)
H (-4.36, 0.17, -1.71)
H (1.53, -1.83, 0.33)
H (4.86, -1.26, -1.73)
H (1.83, 2.21, -3.78)
H (1.37, 0.81, -4.72)
H (-2.26, -0.81, -4.52)
H (-3.96, 1.89, -1.76)
H (-3.09, 0.09, 0.12)
H (-0.63, -2.51, -1.78)
H (-1.38, -2.46, 5.45)
H (2.16, 3.48, 1.95)
H (1.21, 1.09, 5.81)
H (-2.53, -2.82, -3.14)
H (3.16, -2.57, 0.10)
H (1.09, 4.09, 0.67)
H (0.38, 1.30, -3.31)
H (-3.88, -0.93, -3.84)
H (-1.67, 0.90, -2.78)
H (-2.93, -1.84, -1.72)
H (1.38, 2.60, 3.89)

Properties
Total charge ... +1
Max |F| ... 0.0751 Eh/bohr
HOMO (alpha / beta) ... -9.1 / -9.1 eV
HOMO-LUMO gap (alpha / beta) ... 3.33 / 3.09 eV

=====

Entry from OMol25: a molecular structure, C19H29N7PtS in a non-equilibrium geometry (ωB97M-V/def2-TZVPD).

Element x y z (Å)
Pt (0.06, 0.01, 0.05)
S (1.67, 5.25, -3.76)
N (-0.12, -2.01, 0.24)
N (2.01, -0.18, 0.80)
N (3.51, 2.91, -7.23)
N (0.60, 1.68, -1.11)
N (3.63, -1.15, 2.17)
N (0.48, -4.17, 0.83)
N (1.93, -2.47, 1.33)
C (2.10, 3.44, -1.71)
C (4.37, 0.11, 2.21)
C (-1.87, 1.56, 2.15)
C (3.96, -2.10, 3.24)
C (0.71, -2.85, 0.79)
C (2.21, 3.20, -7.21)
C (4.25, 3.35, -6.23)
C (2.39, 4.34, -5.13)
C (1.27, 3.84, -2.75)
C (-3.99, 0.99, 0.91)
C (-2.52, 1.37, 0.76)
C (2.52, -1.21, 1.42)
C (3.75, 4.07, -5.15)
C (1.74, 2.37, -0.92)
C (-0.20, 2.06, -2.13)
C (-1.79, 0.29, 0.02)
C (0.10, 3.11, -2.95)
C (1.60, 3.91, -6.18)
C (-2.42, 2.71, -0.01)
H (4.41, 4.42, -4.37)
H (-4.11, 0.06, 1.47)
H (3.91, 0.83, 2.89)
H (-4.47, 0.86, -0.07)
H (1.15, -4.83, 1.19)
H (1.62, 2.85, -8.05)
H (-1.10, 1.48, -2.27)
H (-0.82, 1.85, 2.08)
H (2.38, 2.04, -0.12)
H (3.69, -3.12, 3.02)
H (-2.97, 3.45, 0.57)
H (-0.58, 3.38, -3.75)
H (3.48, -1.80, 4.18)
H (5.04, -2.09, 3.38)
H (-0.92, -2.46, -0.18)
H (5.38, -0.10, 2.57)
H (2.40, 0.67, 1.19)
H (-1.39, 3.05, -0.11)
H (-2.88, 2.65, -1.00)
H (-4.53, 1.77, 1.44)
H (-2.48, -0.45, -0.41)
H (0.54, 4.14, -6.23)
H (4.46, 0.53, 1.21)
H (2.48, -3.22, 1.69)
H (-1.95, 0.66, 2.75)
H (3.02, 3.97, -1.51)
H (-0.38, -4.55, 0.46)
H (5.31, 3.12, -6.28)
H (-2.40, 2.36, 2.66)

Properties
Total charge ... +2
ΔE to the lowest compared entry with this formula, charge and spin ... 85.6 kJ/mol
Max |F| ... 0.0253 Eh/bohr
HOMO ... -13.8 eV
HOMO-LUMO gap ... 6.76 eV

=====

Entry from OMol25: 5 unconnected molecules or ions with the total composition C19H29NO7 in a non-equilibrium geometry (ωB97M-V/def2-TZVPD).

Element x y z (Å)
O (-3.17, 3.68, -3.37)
O (-2.22, -4.36, -1.24)
O (2.97, 4.74, 4.71)
O (-0.89, -2.92, -2.34)
O (0.56, -0.32, 2.27)
O (1.91, 2.85, 5.23)
O (-0.84, -0.49, 0.56)
N (0.47, -2.45, 4.11)
C (-2.28, 1.59, -4.05)
C (-0.60, 1.62, -0.53)
C (-1.25, 0.21, -0.60)
C (-3.09, 2.83, -4.24)
C (-3.81, 3.05, -5.55)
C (1.61, -3.23, 4.00)
C (2.37, 3.58, 4.40)
C (0.12, -4.31, 5.27)
C (2.43, 3.34, 2.91)
C (0.33, 1.53, 0.67)
C (-1.36, -4.14, -2.04)
C (-0.45, -3.13, 4.84)
C (3.69, 4.14, 2.54)
C (1.42, -4.37, 4.73)
C (3.60, 5.29, 3.56)
C (0.10, 0.15, 1.26)
C (-0.70, -5.18, -2.93)
C (-0.26, -2.92, -3.61)
C (-0.27, -4.36, -4.15)
H (0.00, 1.84, -1.42)
H (4.54, 5.77, 3.83)
H (0.73, -4.65, -4.47)
H (-4.58, 2.27, -5.65)
H (-0.66, -2.25, -4.36)
H (-1.75, 1.37, -4.98)
H (-1.36, 2.40, -0.55)
H (-0.89, -0.34, -1.47)
H (-2.32, 0.28, -0.83)
H (2.38, -2.81, 3.37)
H (2.95, 6.08, 3.15)
H (-1.41, -5.97, -3.18)
H (2.03, -5.25, 4.70)
H (3.64, 4.53, 1.52)
H (-0.81, -4.47, -5.09)
H (-1.46, -2.78, 4.97)
H (4.54, 3.48, 2.64)
H (-1.71, 1.62, -3.12)
H (1.35, 1.70, 0.35)
H (2.46, 2.31, 2.55)
H (0.81, -2.71, -3.48)
H (-3.16, 2.85, -6.40)
H (0.11, -5.64, -2.37)
H (-2.95, 0.73, -3.99)
H (0.08, 2.15, 1.54)
H (-0.42, -5.08, 5.81)
H (1.48, 3.73, 2.53)
H (-4.32, 4.00, -5.62)
H (0.30, -1.57, 3.62)

Properties
ΔE to the lowest compared entry with this formula, charge and spin ... 18.7 kJ/mol
Max |F| ... 0.0388 Eh/bohr
SMILES ... c1cc[nH]c1.O=C1CCCO1.O=C1CCCO1.O=C1CCCO1.CC(C)=O
HOMO ... -7.4 eV
HOMO-LUMO gap ... 7.55 eV

=====

Among the records above, which one has the highest max |F|?
C19H29N3O3Rh

=====

What is the max |F| in the second record?
0.0751 Eh/bohr

=====

What is the max |F| in the second record?
0.0751 Eh/bohr